Molecular formula: C17H34N4S4V
Method: DFT, ωB97M-V with the def2-TZVPD basis set

Element x y z (Å)
1 V -0.19 0.29 0.83
2 C 2.06 -3.23 2.06
3 C 2.95 -2.42 1.13
4 S 2.11 -1.15 0.07
5 C 3.30 0.23 0.19
6 C 3.22 0.99 1.51
7 S 1.60 0.67 2.28
8 C 1.14 2.21 3.16
9 C -0.18 1.95 3.87
10 S -1.24 0.67 3.06
11 C -0.85 -0.88 3.96
12 C -0.27 -1.94 3.04
13 S 1.48 -2.25 3.49
14 H 2.67 -4.03 2.48
15 H 1.21 -3.67 1.56
16 H 3.41 -3.10 0.41
17 H 3.74 -1.92 1.69
18 H 3.05 0.86 -0.67
19 H 4.30 -0.19 0.03
20 H 3.34 2.07 1.36
21 H 3.98 0.65 2.22
22 H 1.05 3.00 2.42
23 H 1.93 2.45 3.87
24 H -0.79 2.86 3.89
25 H -0.04 1.62 4.90
26 H -1.80 -1.20 4.41
27 H -0.16 -0.64 4.77
28 H -0.31 -1.61 1.99
29 H -0.82 -2.89 3.13
30 N -2.05 3.94 0.29
31 C -0.82 4.30 -0.15
32 C -0.02 3.20 -0.03
33 N -0.76 2.18 0.50
34 C -1.99 2.65 0.67
35 H -2.86 4.54 0.31
36 H -0.59 5.28 -0.52
37 H 1.01 3.07 -0.30
38 H -2.84 2.08 1.03
39 C -1.06 -2.23 -4.86
40 C -2.04 -2.06 -3.70
41 N -1.73 -0.90 -2.88
42 C -2.04 0.40 -3.48
43 C -0.81 1.14 -4.00
44 C -1.21 -1.00 -1.67
45 C -0.97 -2.35 -1.07
46 N -0.91 0.06 -0.91
47 H -1.29 -3.16 -5.37
48 H -0.03 -2.30 -4.50
49 H -1.13 -1.43 -5.59
50 H -2.05 -2.96 -3.11
51 H -3.05 -1.92 -4.10
52 H -2.60 1.00 -2.76
53 H -2.71 0.21 -4.32
54 H -0.01 1.18 -3.26
55 H -1.09 2.15 -4.27
56 H -0.42 0.66 -4.89
57 H -0.30 -2.93 -1.70
58 H -1.90 -2.89 -0.96
59 H -0.51 -2.23 -0.09
60 H -1.09 0.92 -1.42

Results
- Spin multiplicity: 3
- Net charge: +3
- E_LUMO (spin up / spin down): -10.73 / -9.96 eV